No. 1
Molecular formula: C7H24ClDyINP2
Method: DFT, ωB97M-V/def2-TZVPD

XYZ file:
```
37
Properties=species:S:1:pos:R:3:forces:R:3:mulliken_charge:R:1
Dy 1.676398 -0.857674 -2.471102 0.0 0.2 0.8 0.986
I 0.285875 0.680592 2.127072 1.2 -0.2 -0.6 0.145
Cl 1.336876 -0.105463 -4.693260 -0.2 0.4 -0.8 -0.411
P 0.127360 -2.509229 -0.465502 -1.1 -0.9 0.6 0.483
P 0.281057 2.504507 -0.548497 -0.5 3.5 1.6 0.709
N -1.896315 -0.893929 3.065405 -0.3 -1.1 0.9 -0.713
C -0.215831 -3.273137 1.167001 0.2 0.2 0.6 -1.177
C -0.895535 -3.695463 -1.397579 -0.4 0.4 -0.5 -1.289
C -1.304436 0.884169 0.748547 0.2 -1.2 -0.6 -1.590
C -0.173588 3.443342 0.961350 0.0 0.0 1.7 -1.652
C 1.760043 -3.228856 -0.762175 1.2 -0.4 -0.8 -1.010
C -0.763139 3.616806 -1.505742 -1.0 -0.9 -0.9 -1.235
C 1.891205 3.179298 -0.788930 1.5 -0.3 -0.1 -0.979
H 1.734276 4.269932 -0.834670 0.2 -0.4 0.1 0.433
H -1.252912 -3.115166 1.484237 0.2 0.2 -0.3 0.345
H -0.521819 -4.729413 -1.428488 0.1 0.4 0.2 0.405
H -0.330458 4.628715 -1.460544 0.0 -0.5 -0.1 0.441
H -1.073859 -0.870520 3.693019 -1.1 -0.2 -0.3 0.235
H -0.808989 3.218473 -2.506872 -0.5 0.5 -0.6 0.415
H -0.045180 -4.361246 1.142691 0.1 0.4 -0.2 0.443
H 2.394896 -3.028855 0.104523 0.3 0.1 -0.2 0.352
H -2.509002 -1.666689 3.401284 0.4 1.0 -0.3 0.250
H -0.946290 -3.287425 -2.406613 -0.5 -0.4 -0.3 0.404
H -2.383749 -0.002598 3.165907 -0.1 -0.5 0.4 0.262
H 2.347138 2.828709 -1.710271 0.2 0.1 -0.1 0.419
H 0.428653 -2.822881 1.915097 0.0 0.0 0.3 0.364
H -1.039750 0.850733 -0.310066 0.7 0.1 -0.4 0.453
H -1.897748 -3.696862 -0.937733 0.3 0.1 -0.4 0.386
H 0.436591 3.139010 1.811447 -0.2 0.4 -0.2 0.486
H 0.004894 4.514776 0.867474 0.0 0.0 -0.7 0.501
H -1.697191 -0.099608 0.790091 -1.2 -0.7 0.5 0.619
H -1.235115 3.304492 1.246929 0.8 0.3 -0.2 0.407
H 2.506329 2.900334 0.075022 0.1 0.2 -0.3 0.318
H -1.746690 3.618662 -1.005580 0.3 0.0 -0.6 0.394
H -1.967106 1.709865 0.833601 -0.7 0.1 0.8 0.753
H 1.633434 -4.313513 -0.834890 0.3 0.1 -0.1 0.359
H 2.307975 -2.915089 -1.730386 -0.5 -0.9 1.4 0.288
```
Forces are in eV/Å.

Summary:
HOMO energy (alpha / beta): -15.3 / -15.1 eV
Multiplicity: 6
HOMO-LUMO gap (alpha / beta): 7.59 / 5.11 eV
Relative energy (zero: lowest compared OMol25 entry of this formula, charge and spin): 0.0 kcal/mol
Total charge: +2
LUMO (alpha / beta): -7.7 / -10.0 eV

---

No. 2
Molecular formula: C38H33Co2NO7P
Method: DFT, ωB97M-V/def2-TZVPD

XYZ file:
```
82
Properties=species:S:1:pos:R:3:forces:R:3:mulliken_charge:R:1
Co 0.053242 -1.943453 0.530756 0.7 -0.9 -0.3 0.544
Co 1.256973 0.033245 1.238102 2.2 0.1 4.2 1.294
P -1.850757 -1.482205 1.249078 -1.0 0.4 0.1 1.707
O 1.613638 2.021105 -4.621934 0.5 1.4 0.4 -0.634
O -0.326567 1.917589 2.788907 1.0 -0.7 -0.8 -0.479
O 2.653367 -2.038882 2.738282 -0.9 0.8 -1.0 -0.440
O 0.485933 -4.303938 2.169909 -0.3 0.9 -0.6 -0.483
O -0.678346 -2.984755 -2.064095 0.1 0.5 1.0 -0.500
O 3.619365 1.460118 2.094235 -1.7 -0.9 -0.3 -0.417
O 2.172216 4.178009 -4.910951 0.0 -0.2 -0.4 -0.306
N 1.717828 2.222503 -1.913077 -2.4 2.6 -1.2 -0.251
C -1.226675 -1.288954 5.311620 -0.1 0.0 -0.1 -0.817
C 2.642967 0.912621 1.796832 2.6 1.4 0.0 -0.491
C -5.183997 -3.530508 -0.169483 0.2 -0.1 0.2 -0.648
C -3.610187 -1.066136 4.940661 0.1 0.0 -0.2 -0.766
C -2.101075 -1.286563 3.054922 -0.3 0.0 0.1 0.104
C -3.430038 2.401928 -0.710556 0.0 0.0 0.1 -0.610
C 0.255705 1.129665 2.164102 -2.4 0.8 1.2 0.213
C 1.848318 0.105744 -0.452678 -0.3 -1.6 -2.2 1.222
C 4.875006 -2.684536 0.061787 0.3 0.3 -0.3 -0.746
C 2.959983 0.327550 -1.193576 3.3 -1.8 0.2 -1.194
C 0.329097 -3.355216 1.517715 0.6 -1.5 0.4 0.425
C 1.809373 4.637805 -2.164819 0.3 0.2 0.5 -1.052
C -2.574101 0.034269 0.515036 -0.3 0.1 0.2 0.635
C 0.467498 4.276754 -1.522579 -0.4 -0.1 -0.2 -0.583
C 0.540043 -0.319727 -0.381345 -2.0 1.7 -2.7 -0.052
C -2.686782 0.107746 -0.884573 0.0 0.4 0.1 -0.573
C 1.897004 3.954206 -6.301959 0.1 0.2 -0.1 -0.705
C -4.998382 -4.799367 0.384652 0.1 0.2 0.0 -0.543
C -2.520134 -1.140310 5.815696 0.0 0.0 -0.2 -0.572
C 1.955635 -1.393536 2.060122 0.1 -1.1 1.1 -0.406
C -3.335591 2.326141 0.679879 0.0 -0.1 -0.1 -0.675
C 3.831882 -1.885385 -0.395935 0.0 0.1 -0.1 -0.349
C -3.402333 -1.141493 3.560720 0.3 0.0 0.5 -0.350
C 2.005722 3.085882 -4.160781 -0.3 -1.3 -0.1 0.464
C 2.354440 3.308193 -2.686900 -1.0 -0.9 -0.6 0.181
C 4.066318 -0.585855 -0.905314 0.7 0.7 0.8 0.687
C -2.984699 -4.015876 1.479857 -0.3 -0.1 -0.2 -0.495
C -3.106789 1.292678 -1.494865 0.0 -0.3 0.2 -0.711
C -4.274762 -2.501647 0.101269 0.0 -0.4 0.1 -0.101
C -1.012012 -1.360141 3.931509 -0.2 -0.1 0.1 -0.209
C 6.197662 -2.246469 -0.070013 -0.2 -0.1 0.1 -0.460
C 5.417130 -0.184185 -1.083801 -0.2 -0.5 0.2 -0.622
C -0.360961 -2.579830 -1.022881 0.5 -0.7 -1.1 -0.677
C 6.462481 -1.000444 -0.660621 -0.2 0.0 -0.2 -0.523
C -2.908884 1.146131 1.294531 -0.2 0.0 -0.4 -0.914
C -3.900310 -5.038506 1.216862 0.1 0.3 0.0 -0.726
C 0.595116 2.798059 -1.139711 0.1 0.0 0.3 0.326
C -3.151475 -2.746616 0.903521 -0.3 0.1 0.1 0.701
H 0.853731 3.652634 -6.442431 0.3 0.0 0.0 0.307
H -4.454773 -1.510086 -0.310804 0.1 -0.3 0.1 0.265
H 2.506913 5.000752 -1.403445 -0.1 0.1 -0.1 0.334
H -2.681425 -1.085257 6.893606 0.0 0.0 -0.3 0.365
H 4.643459 -3.653613 0.507780 0.1 0.2 -0.1 0.387
H -2.447793 -0.765265 -1.500828 0.0 0.3 0.2 0.302
H 2.809345 -2.274586 -0.387734 0.3 0.2 0.1 0.400
H 7.495114 -0.669005 -0.786325 -0.2 -0.1 0.1 0.339
H 3.445357 3.236045 -2.624303 0.1 0.1 0.1 0.419
H -2.139004 -4.207228 2.144303 -0.2 0.0 -0.2 0.251
H -0.252189 0.111271 -0.995380 -0.1 0.4 0.5 0.889
H -3.750916 -6.021403 1.664927 -0.1 0.2 -0.1 0.403
H -3.592868 3.185381 1.300339 0.1 -0.2 -0.2 0.376
H 1.728606 5.394369 -2.952411 0.1 -0.2 0.2 0.441
H 0.004717 -1.480362 3.535754 -0.6 0.1 0.2 0.214
H -0.372742 -1.352080 5.987597 -0.3 0.0 -0.1 0.429
H 2.089991 4.917676 -6.771347 0.0 -0.1 -0.1 0.231
H 0.228346 4.893849 -0.649142 0.0 0.0 -0.2 0.420
H -3.759303 3.326726 -1.188146 0.1 -0.2 0.1 0.402
H -3.183260 1.333728 -2.582889 0.0 0.1 0.3 0.402
H -4.249423 -1.098446 2.872888 0.2 0.0 0.2 0.455
H -0.341466 2.244583 -1.307695 0.3 0.2 0.0 -0.618
H 1.351915 1.546421 -2.593490 0.3 0.2 0.5 0.333
H -6.040477 -3.329622 -0.814204 0.2 -0.1 0.2 0.407
H -4.623831 -0.952576 5.326340 0.3 0.0 0.0 0.394
H 0.828836 2.692057 -0.072863 -0.1 0.1 -0.1 -0.110
H -2.864202 1.081451 2.380428 0.1 0.1 -0.3 0.409
H 5.599477 0.793419 -1.534855 0.1 -0.2 0.2 0.346
H -5.709113 -5.599808 0.172996 0.2 0.2 0.0 0.353
H 7.014688 -2.879297 0.277681 -0.1 0.2 -0.1 0.343
H 3.187435 1.133123 -1.883534 -0.2 -1.4 -0.1 0.077
H -0.349156 4.378450 -2.250759 0.1 0.1 0.1 0.304
H 2.564886 3.183319 -6.700178 -0.2 0.1 0.1 0.308
```
Forces are in eV/Å.

Summary:
HOMO energy: -2.7 eV
HOMO-LUMO gap: 5.07 eV
Total charge: -1
LUMO: 2.4 eV

---

No. 3
Molecular formula: C21H60O13
Method: DFT, ωB97M-V/def2-TZVPD

XYZ file:
```
94
Properties=species:S:1:pos:R:3:forces:R:3:mulliken_charge:R:1
O -32.418340 32.699050 -25.581030 1.3 0.2 2.1 -0.404
O -30.846900 27.808200 -22.716800 0.1 -0.9 0.2 -0.513
O -26.411380 33.831530 -22.262610 0.2 -0.7 0.9 -0.232
O -30.281470 29.055650 -25.835000 -0.9 -0.5 0.3 0.034
O -25.931090 26.789600 -27.004860 -0.1 0.0 0.1 0.245
O -33.462990 26.322800 -28.082560 0.0 0.2 -0.4 -0.137
O -26.849140 29.097370 -31.063790 0.3 -1.7 -1.0 -0.301
O -28.453310 30.813290 -24.337980 -0.8 -2.3 -0.7 -0.336
O -26.463030 29.236690 -20.745140 -0.9 -0.2 0.3 -0.594
O -28.419290 25.790840 -25.847380 -0.8 -0.3 1.3 -0.489
O -28.996730 30.592680 -30.103670 -1.1 -0.2 -0.3 -0.144
O -30.689170 26.049760 -29.477740 0.7 -0.6 1.3 -0.308
O -35.204130 32.088670 -25.486520 -1.6 -1.1 0.5 -0.333
C -29.947510 28.042880 -21.636080 -0.3 0.9 -0.3 -0.630
C -28.206690 29.442380 -24.711880 -1.2 0.2 -2.4 0.414
C -25.368850 34.365290 -23.046020 -1.0 0.3 -0.9 -1.200
C -36.569600 32.517830 -25.628670 0.0 -0.3 -0.2 -0.803
C -27.466430 30.258880 -20.952890 1.9 0.2 -0.4 0.845
C -34.862170 26.215190 -27.809980 0.7 0.3 -0.5 -0.802
C -28.898640 29.124700 -26.119570 0.1 1.4 1.4 0.520
C -29.604290 26.664770 -30.145870 -0.9 0.4 -0.1 -0.641
C -28.110770 25.923350 -24.426380 0.4 0.8 -1.1 -0.326
C -27.404000 31.672520 -24.669490 0.2 0.4 1.9 -1.333
C -32.993600 31.896050 -26.512040 -0.5 0.0 -0.4 0.401
C -31.150870 28.829440 -26.940230 1.3 -0.3 -0.4 -0.606
C -33.068520 25.583360 -29.257400 -0.5 0.3 0.7 -0.671
C -31.941390 26.186950 -30.065300 0.7 0.4 0.2 -0.462
C -25.958980 28.000450 -31.344330 -0.1 0.9 -0.3 -0.802
C -24.844600 27.569960 -26.527340 0.2 0.6 0.3 -1.937
C -29.857130 31.722860 -30.261100 0.6 -0.4 -0.3 -0.829
C -27.652540 30.919170 -29.898860 0.5 0.1 0.4 -0.954
C -34.433390 32.288130 -26.636690 -0.5 1.3 -0.9 -0.874
C -26.780900 29.646600 -29.788440 -0.5 1.7 -0.2 -0.167
C -31.096180 32.272790 -25.225240 -0.1 1.1 0.3 -0.353
H -33.885400 25.552610 -29.978430 -0.5 0.0 0.1 0.404
H -31.932850 25.691660 -31.036230 -0.2 -0.2 -0.4 0.391
H -25.599660 28.129780 -32.365240 -0.1 0.1 -0.2 0.300
H -32.072170 27.255960 -30.233300 -0.7 0.2 -0.1 0.288
H -30.396090 32.532220 -26.019380 0.1 -0.1 -0.3 0.213
H -28.890960 28.059990 -21.903510 0.1 -0.2 -0.3 0.204
H -24.361590 33.965160 -22.930200 -0.1 0.0 0.6 0.563
H -26.872060 31.171820 -20.990130 -0.5 0.6 0.0 -0.375
H -27.102580 29.011750 -28.962860 -0.2 -0.3 -0.1 0.024
H -35.146670 25.207320 -27.507700 0.0 -0.2 -0.1 0.289
H -24.621450 27.498980 -25.462790 -0.1 -0.8 0.2 0.526
H -32.883940 24.564160 -28.917910 0.4 -0.2 -0.3 0.312
H -27.279220 31.526830 -30.723170 0.1 -0.1 -0.5 0.488
H -34.550910 33.356220 -26.819630 0.7 0.5 -0.4 0.376
H -32.067140 28.335770 -26.616450 0.2 0.0 0.1 0.254
H -27.159830 29.173810 -24.853510 0.3 0.4 0.5 0.351
H -30.170230 29.045060 -21.269830 0.1 -0.1 0.6 0.262
H -30.831950 32.897470 -24.371980 0.1 -0.2 0.1 0.303
H -34.803840 31.846600 -27.561840 -0.6 -0.7 0.1 0.380
H -26.448080 27.026510 -31.326570 -0.1 0.0 0.5 0.217
H -28.441470 28.255700 -26.592780 -0.4 -0.5 0.2 0.021
H -28.802280 29.961450 -26.811420 0.6 0.4 -0.1 0.181
H -25.685610 34.082820 -24.050000 0.4 0.6 -0.4 0.168
H -35.167270 26.905540 -27.023580 0.5 0.0 0.1 0.227
H -29.914680 27.636940 -30.528820 0.0 0.2 -0.2 0.341
H -25.993910 33.402480 -21.512120 -0.2 -0.3 0.4 0.164
H -30.070860 27.287090 -20.860410 -0.3 0.1 -0.1 0.335
H -28.675040 28.753480 -24.008910 0.1 0.3 0.2 -0.842
H -28.164610 30.354870 -20.121370 -0.2 -0.4 -0.2 0.243
H -30.590030 28.223380 -27.651740 -0.4 -0.6 -0.1 -0.017
H -25.682590 25.864450 -26.942040 0.2 -0.1 0.0 0.143
H -23.936680 27.352470 -27.089900 0.1 0.2 -0.1 0.511
H -31.386350 29.719820 -27.523220 -0.1 0.5 0.3 0.180
H -37.011150 32.309200 -26.603150 0.5 0.2 -0.6 0.315
H -25.620860 29.692710 -20.811380 0.3 -0.1 -0.1 0.362
H -28.802730 26.887380 -29.441570 0.0 -0.5 0.0 -0.020
H -28.865740 26.491750 -23.883200 -0.7 -0.4 -0.5 0.055
H -36.724480 33.568410 -25.382910 0.4 0.3 -0.2 0.292
H -25.111470 28.625560 -26.578250 -0.1 0.0 -0.7 0.153
H -30.789180 31.463880 -30.763400 0.0 -0.6 0.3 0.245
H -27.555570 31.582350 -29.039270 0.1 -0.2 0.6 0.407
H -29.415910 32.429490 -30.964020 0.3 0.4 0.2 0.346
H -27.826450 32.660140 -24.484450 0.3 0.3 -0.7 0.419
H -35.380260 26.531630 -28.715260 -0.5 -0.2 -0.1 0.366
H -29.290090 26.040480 -30.982310 0.3 0.0 -0.1 0.437
H -27.881880 30.129220 -21.952230 -0.6 0.0 0.3 -0.565
H -30.071150 32.166120 -29.288560 0.0 0.3 0.0 0.235
H -30.946620 31.223670 -24.970120 -0.5 -0.1 -0.1 0.000
H -27.252890 26.585950 -24.311940 0.5 -0.4 0.0 0.140
H -32.884000 30.835450 -26.285760 -0.1 -0.2 0.1 0.052
H -27.646500 25.918790 -26.402380 0.3 0.3 0.5 0.332
H -25.751570 29.962190 -29.618240 0.2 0.1 0.4 0.519
H -26.896250 31.510090 -25.620230 -0.3 0.1 -0.2 0.304
H -32.461400 32.121980 -27.436060 -0.3 -0.4 -0.9 0.105
H -25.446100 35.439070 -22.875370 0.7 0.2 -0.5 0.284
H -30.902800 28.567740 -23.301240 0.3 0.1 -0.1 0.317
H -26.720190 31.540420 -23.831000 1.0 0.2 -0.3 0.196
H -37.299240 31.989120 -25.015340 0.8 -0.4 0.7 0.290
H -25.059930 28.040800 -30.729360 -0.1 -0.2 0.4 0.293
H -27.960240 24.964660 -23.930040 0.1 -0.1 -0.2 0.417
```
Forces are in eV/Å.

Summary:
HOMO energy (alpha / beta): 0.6 / -6.9 eV
Multiplicity: 2
HOMO-LUMO gap (alpha / beta): 1.68 / 9.11 eV
Total charge: -1
LUMO (alpha / beta): 2.3 / 2.2 eV

---

No. 4
Molecular formula: C6H10
Method: DFT, ωB97M-V/def2-TZVPD

XYZ file:
```
16
Properties=species:S:1:pos:R:3:forces:R:3:mulliken_charge:R:1
C 0.053159 1.432645 -0.544357 -0.3 0.5 0.2 -0.198
C 0.800470 0.101624 -0.622098 0.2 -0.4 -0.1 -0.458
C -1.066453 0.743330 0.272939 -0.2 0.4 0.0 -0.818
C -0.483854 -0.606687 -0.207012 0.2 -0.4 -0.2 0.484
C 1.337567 1.264578 0.188481 0.0 -0.1 0.0 -0.687
C -0.406646 -1.962804 0.498725 0.0 0.1 0.0 -1.212
H -1.004630 -0.753144 -1.163896 0.2 -0.2 0.1 0.198
H 0.551654 -2.430288 0.214691 -0.3 0.1 0.2 0.284
H 2.170364 1.708306 -0.361977 0.0 -0.1 0.4 0.236
H -2.085423 0.975155 -0.049297 0.1 -0.2 0.0 0.263
H -1.006340 0.956789 1.350481 0.1 -0.1 -0.3 0.262
H -0.152962 2.193788 -1.297878 0.3 -0.2 0.2 0.351
H -0.443235 -1.894722 1.591944 0.0 0.0 -0.2 0.303
H 1.505681 -0.396898 -1.287901 -0.4 0.5 -0.4 0.448
H 1.432165 1.308569 1.276325 -0.2 0.0 -0.3 0.221
H -1.200020 -2.637038 0.143154 0.1 0.2 0.3 0.322
```
Forces are in eV/Å.

Summary:
HOMO energy: -9.5 eV
HOMO-LUMO gap: 10.67 eV
Relative energy (zero: lowest compared OMol25 entry of this formula, charge and spin): 43.0 kcal/mol
SMILES: C[C@H]1C[C@H]2C[C@H]21
LUMO: 1.2 eV